The following is a quantum chemistry calculation of 2 unconnected molecules or ions with the total composition C5H10O2, from the Open Molecules 2025 dataset.

The geometry in ORCA input format:
```
! wB97M-V def2-TZVPD RIJCOSX def2/J DEFGRID3
* xyz 0 1
C -2.48046 -0.23908 -0.06374
C -1.22190 0.56521 -0.20819
C -0.12552 0.37841 0.52813
C 1.12621 1.21475 0.41394
C 2.38287 0.36668 0.45500
O 2.77428 -0.28854 -0.48231
H -2.83969 -0.59898 -1.03402
H -2.32691 -1.10892 0.58190
H -3.28134 0.37031 0.37050
H -1.22896 1.36006 -0.95605
H -0.12139 -0.41229 1.27808
H 1.16739 1.93747 1.23871
H 1.12057 1.76428 -0.53514
H 2.94385 0.36067 1.41442
O 0.63182 -2.27774 -0.91391
H -0.00030 -1.55575 -1.02486
H 1.47949 -1.83655 -1.06245
*
```

For the highest occupied orbital energy, the calculation gives -9.7 eV.

Results of the natural (NBO) charge analysis, in e, for atoms 1 through 6:
1 C -0.6488
2 C -0.1783
3 C -0.1912
4 C -0.5491
5 C 0.4678
6 O -0.5384

---

The following is a quantum chemistry calculation of a molecular structure, C41H44N11O6STa at a distorted geometry, from the Open Molecules 2025 dataset.

The geometry in ORCA input format:
```
! wB97M-V def2-TZVPD RIJCOSX def2/J DEFGRID3
* xyz 2 1
Ta -0.07092 0.18038 -0.08769
N 1.88562 -4.39327 -2.39313
C 1.74260 -3.65680 -1.28649
N 1.79052 -2.36280 -1.23529
C 1.99353 -1.67075 -2.40336
N 2.06598 -0.37755 -2.43823
N 1.81173 0.27562 -1.22662
C 2.70791 1.14128 -0.91955
C 2.56523 2.04890 0.21178
C 3.58127 2.93756 0.52128
C 3.40952 3.79829 1.59496
C 2.22988 3.72782 2.31231
C 1.26944 2.80046 1.93508
N 1.41755 1.97452 0.90479
C 2.15545 -2.39696 -3.66336
C 2.36084 -1.75882 -4.89310
C 2.50958 -2.50250 -6.04032
C 2.46133 -3.90066 -5.98350
C 2.26016 -4.54908 -4.78623
C 2.10423 -3.78777 -3.62823
H 1.84264 -5.39826 -2.33195
H 1.57735 -4.20867 -0.36529
H 3.59454 1.20206 -1.54228
H 4.48523 2.95190 -0.07253
H 4.18290 4.50389 1.86618
H 2.04660 4.37417 3.15905
H 0.35662 2.72108 2.51321
H 2.40532 -0.67874 -4.91650
H 2.66932 -2.00999 -6.98971
H 2.58619 -4.47978 -6.88868
H 2.23083 -5.63082 -4.73699
N -4.14803 -0.00255 -2.18257
C -3.85989 0.16606 -0.71748
C -3.88818 1.63678 -0.33955
C -3.21377 1.78922 1.02038
N -1.71626 1.60661 0.91118
C -3.91664 0.89092 2.04148
C -4.12310 -0.56083 1.61133
N -2.82558 -1.22679 1.57339
C -4.75310 -0.63646 0.20879
H -3.35202 0.44094 -2.67326
H -5.02048 0.43648 -2.47651
H -4.15945 -0.99353 -2.44486
H -2.84741 -0.21055 -0.61924
H -4.92215 1.98403 -0.24854
H -3.39917 2.25956 -1.08673
H -3.35381 2.81676 1.36038
H -1.36790 1.61431 1.86854
H -1.34944 2.45063 0.46932
H -4.89750 1.34353 2.20718
H -3.40122 0.92393 3.00625
H -4.81353 -1.03127 2.31911
H -2.93327 -2.20525 1.33603
H -2.37597 -1.20089 2.48232
H -5.76122 -0.21281 0.24125
H -4.83388 -1.68094 -0.10743
S 0.54289 -0.42696 2.13621
C 0.84571 -2.11422 2.61381
C 1.87617 -2.84673 2.04076
C 2.15181 -4.12024 2.51870
C 1.40852 -4.66089 3.55944
C 0.38791 -3.91720 4.13540
C 0.10903 -2.64043 3.67016
H 2.45982 -2.41153 1.24153
H 2.97026 -4.68716 2.09091
H 1.63919 -5.64812 3.93677
H -0.18459 -4.32469 4.95822
H -0.67622 -2.05403 4.13170
O -0.01896 2.28940 -1.18179
C -0.88771 2.21014 -2.10674
O -1.58175 1.18165 -2.22784
C -1.09401 3.37829 -3.00825
C -0.90980 4.66696 -2.52676
C -1.17236 5.73037 -3.36771
C -1.58566 5.56843 -4.67526
C -1.74892 4.26874 -5.11608
C -1.52434 3.17068 -4.31218
N -2.21416 4.03987 -6.50558
O -2.51688 2.90003 -6.79968
O -2.27004 5.00147 -7.23340
N -1.01067 7.10495 -2.83457
O -1.15151 8.01733 -3.61258
O -0.76139 7.20541 -1.64980
H -0.55871 4.85388 -1.52240
H -1.77148 6.41478 -5.32041
H -1.67547 2.17583 -4.70516
C -1.24338 -3.76935 0.50139
C -1.84293 -3.40043 -0.82560
C -2.76734 -4.26652 -1.40103
C -3.26068 -4.04893 -2.67662
C -2.75253 -3.00004 -3.42703
C -1.81448 -2.11295 -2.89932
C -1.18989 -1.11549 -3.83825
C -1.44198 -2.25407 -1.54499
N -0.74284 -1.23406 -0.89178
H -0.62045 -4.65966 0.38028
H -2.00233 -4.04445 1.23741
H -0.62321 -2.97985 0.90768
H -3.09219 -5.13352 -0.83701
H -3.99430 -4.72109 -3.10252
H -3.05116 -2.88482 -4.46382
H -1.94530 -0.56508 -4.40570
H -0.58950 -1.65781 -4.57067
H -0.54792 -0.40159 -3.33454
*
```

For the highest occupied orbital energy, the calculation gives -13.1 eV.

Results of the Mulliken charge analysis, in e, for atoms 1 through 6:
1 Ta 0.5365
2 N 0.1456
3 C -0.6082
4 N 0.0209
5 C -0.0564
6 N -1.2962

---

The following is a quantum chemistry calculation of 2 unconnected molecules or ions with the total composition C4H7N2 at a distorted geometry, from the Open Molecules 2025 dataset.

The geometry in ORCA input format:
```
! wB97M-V def2-TZVPD RIJCOSX def2/J DEFGRID3
* xyz 1 1
C 2.40547 -0.97373 0.42419
C -0.58365 1.38111 -0.69887
C -0.91820 -0.06885 -0.89332
C 0.17063 0.30786 0.10665
N 2.52010 -1.89414 1.15455
N -1.17315 -0.22066 0.55924
H 3.03326 -0.55469 -0.22413
H 0.04681 1.87869 -1.43939
H -1.28706 2.00887 -0.21189
H -1.10751 -0.90679 -1.50121
H 1.95628 -2.37006 1.75309
H -1.77616 0.60328 0.81030
H -1.27818 -1.12286 0.98734
*
```

For the highest occupied orbital energy (spin up / spin down), the calculation gives -13.6 / -13.6 eV.

Results of the natural (NBO) charge analysis, in e, for atoms 1 through 6:
1 C 0.4715
2 C -0.4243
3 C -0.1290
4 C -0.0961
5 N -0.4674
6 N -0.5674

---

The following is a quantum chemistry calculation of a molecular structure, C23H45N3O6PPtS2Si3Te, from the Open Molecules 2025 dataset.

The geometry in ORCA input format:
```
! wB97M-V def2-TZVPD RIJCOSX def2/J DEFGRID3
* xyz 1 1
Pt -0.42154 0.01677 0.05993
C -1.88147 -1.97453 -1.68929
O -1.88574 -0.62349 -1.20474
Si -2.00251 0.81984 -2.17743
C -1.54215 0.28898 -3.90290
C -3.79600 1.30482 -2.21504
C -0.77196 1.71966 -1.11983
Si 0.71772 2.34003 -2.10664
C 1.99989 3.23200 -1.06948
C 0.13964 3.57498 -3.40471
C 1.64560 0.94140 -2.95915
Si -1.57005 2.96181 0.06838
C -2.91106 2.19037 1.14722
C -2.34717 4.39006 -0.86717
C -0.32707 3.72994 1.26462
H -2.82646 -2.16275 -2.19810
H -1.77092 -2.64428 -0.84094
H -1.05203 -2.13114 -2.37845
H -2.37164 -0.27225 -4.34035
H -0.65491 -0.34136 -3.91983
H -1.35168 1.14342 -4.55471
H -4.34513 0.58989 -2.83269
H -3.92774 2.28862 -2.67114
H -4.25308 1.32394 -1.22867
H 1.60461 4.06479 -0.48845
H 2.74211 3.63930 -1.76270
H 2.53871 2.53933 -0.42179
H 0.01083 4.56954 -2.97504
H -0.80332 3.30296 -3.88428
H 0.89444 3.65804 -4.19093
H 1.59069 0.01177 -2.38817
H 2.70211 1.21518 -3.01412
H 1.29844 0.76092 -3.97569
H -3.85966 2.06378 0.62705
H -3.10017 2.86428 1.98723
H -2.62004 1.22114 1.55940
H -3.10057 4.07178 -1.58946
H -1.59482 4.97093 -1.40208
H -2.83673 5.06354 -0.15849
H 0.60037 3.17128 1.34332
H -0.76357 3.80445 2.26289
H -0.06510 4.74122 0.94675
N -5.99772 -1.72562 4.26911
C -4.76233 -2.06741 3.80589
C -3.62764 -1.90927 4.61974
C -2.37745 -2.22289 4.14169
C -2.23457 -2.69853 2.83861
C -3.34915 -2.86859 2.02079
C -4.60064 -2.55681 2.49948
S -0.65214 -3.02298 2.22452
O 0.24607 -3.33339 3.30402
O -0.72335 -3.84872 1.06084
N -0.17296 -1.50878 1.65624
C 0.76790 -0.83955 2.20990
S 1.81811 -1.05781 3.55550
C 2.79291 0.36929 3.00243
C 2.06028 0.96678 1.86989
N 1.00760 0.35364 1.47914
H -6.12594 -1.56755 5.25274
H -6.81161 -2.02567 3.76269
H -3.74436 -1.54712 5.63320
H -1.50775 -2.11896 4.77725
H -3.22964 -3.26673 1.02284
H -5.47096 -2.69758 1.87118
H 2.93987 1.09136 3.80594
H 2.40700 1.86115 1.36990
C 6.41598 -0.57265 -2.14585
C 5.53049 -1.73037 -1.76385
O 5.23703 -1.69223 -0.32374
P 3.97633 -0.91266 0.20151
O 3.46663 0.20241 -0.60235
Te 4.82122 -0.17916 2.39140
O 2.82981 -1.95835 0.49953
C 3.08344 -3.29156 1.03479
C 2.85770 -4.31379 -0.04972
H 6.67052 -0.64741 -3.20365
H 7.34046 -0.58817 -1.56950
H 5.90292 0.37386 -1.97999
H 6.01628 -2.69151 -1.91228
H 4.58839 -1.71815 -2.31203
H 2.38088 -3.41591 1.85744
H 4.09803 -3.33213 1.43403
H 1.84058 -4.24000 -0.43344
H 2.99825 -5.31442 0.36017
H 3.56262 -4.17705 -0.87031
*
```

For the highest occupied orbital energy, the calculation gives -10.9 eV.

Results of the Mulliken charge analysis, in e, for atoms 1 through 6:
1 Pt 0.2057
2 C -0.6922
3 O 0.2404
4 Si -0.0702
5 C -1.2755
6 C -1.3117

---

The following is a quantum chemistry calculation of a single CHN2P molecule at a distorted geometry, from the Open Molecules 2025 dataset.

The geometry in ORCA input format:
```
! wB97M-V def2-TZVPD RIJCOSX def2/J DEFGRID3
* xyz 0 1
H 0.84976 -0.03402 0.11941
P -0.56255 -0.80678 0.00225
N -1.48234 0.41911 0.02282
C -3.02892 0.10195 0.03811
N -4.17469 -0.00649 -0.01497
*
```

For the highest occupied orbital energy, the calculation gives -10.5 eV.

Calculated atomic charges, method natural (NBO), unit e:
1 H -0.0773
2 P 0.9261
3 N -0.8942
4 C 0.3868
5 N -0.3414

---

Please write out number 5 again, unchanged.
The following is a quantum chemistry calculation of a single CHN2P molecule at a distorted geometry, from the Open Molecules 2025 dataset.

The geometry in ORCA input format:
```
! wB97M-V def2-TZVPD RIJCOSX def2/J DEFGRID3
* xyz 0 1
H 0.84976 -0.03402 0.11941
P -0.56255 -0.80678 0.00225
N -1.48234 0.41911 0.02282
C -3.02892 0.10195 0.03811
N -4.17469 -0.00649 -0.01497
*
```

For the highest occupied orbital energy, the calculation gives -10.5 eV.

Calculated atomic charges, method natural (NBO), unit e:
1 H -0.0773
2 P 0.9261
3 N -0.8942
4 C 0.3868
5 N -0.3414

---

> What is the formula in the third record?

C4H7N2